87
Properties=species:S:1:pos:R:3:forces:R:3:lowdin_charge:R:1 method="wB97M-V/def2-TZVPD" e_homo_ev=-9.664 smiles="CN(COO)S(=O)(=O)F.BrCCBr.BrCCBr.BrCCBr.BrCCBr.BrCCBr.BrCCBr.BrCCBr.BrCCBr.BrCCBr" orbital_gap_ev=9.810 relative_energy_ev=1.476 charge=0
C 7.0374 -3.3689 5.0552 1.14 -1.16 0.10 -0.1006
N 6.7569 -2.2808 4.0709 1.52 -0.71 1.36 -0.2119
C 5.4686 -1.5979 4.3160 -0.92 2.10 -0.97 -0.2259
O 4.3822 -2.5256 4.4731 1.51 -0.50 0.31 -0.1375
O 3.3597 -1.8063 5.0993 -1.05 0.63 -0.12 -0.0723
S 8.0223 -1.1311 4.3029 -1.31 5.65 0.89 0.7517
O 7.9414 -0.1434 3.2137 0.78 -3.15 1.32 -0.2717
O 7.9116 -0.4446 5.6198 0.65 -2.80 -2.36 -0.2969
F 9.4483 -1.9217 4.3192 -2.40 0.39 -0.45 -0.1592
H 7.4591 -2.9875 6.0139 -0.65 -0.16 -0.45 0.0911
H 6.1768 -4.0371 5.2374 0.24 0.78 -0.25 0.0946
H 7.8377 -4.0068 4.6047 -0.67 0.46 0.33 0.0940
H 5.2524 -0.9807 3.4093 0.26 -0.42 0.66 0.1122
H 5.4594 -0.8970 5.1806 0.31 -0.70 -0.23 0.1326
H 3.5269 -1.7627 6.0576 0.53 -0.36 -0.07 0.0434
Br -1.0389 0.4745 1.4148 -0.03 -0.02 -0.07 0.6020
C -0.1149 -0.9707 2.3426 -0.21 0.17 0.03 -0.7072
C 0.9981 -0.4442 3.2098 0.19 -0.24 0.03 -0.6762
Br 2.5524 0.0512 2.1449 -0.04 0.08 0.00 0.6292
H 0.2271 -1.6683 1.5822 0.06 0.05 0.06 0.0303
H -0.8798 -1.4505 2.9518 0.08 0.02 0.01 0.0402
H 1.3540 -1.2189 3.8878 -0.01 0.00 -0.07 0.0326
H 0.7148 0.4338 3.7847 -0.04 -0.03 -0.09 0.0511
Br -1.2890 3.0953 -2.0314 0.00 -0.08 0.07 0.5835
C 0.5578 3.0760 -1.4132 -0.12 0.21 -0.08 -0.6902
C 1.4376 2.2693 -2.3312 0.15 -0.10 0.18 -0.7207
Br 1.1742 0.3592 -2.0564 0.00 -0.07 -0.09 0.6066
H 0.5448 2.7005 -0.3924 0.04 -0.08 -0.08 0.0297
H 0.8675 4.1205 -1.4089 0.05 -0.07 -0.06 0.0330
H 2.4886 2.4486 -2.1076 -0.06 0.04 -0.01 0.0555
H 1.2576 2.4656 -3.3846 -0.04 0.02 0.12 -0.0090
Br 2.4031 -3.7317 -0.4803 0.03 -0.03 -0.03 0.6333
C 3.7281 -3.1796 -1.7978 -0.08 0.24 0.17 -0.6799
C 3.1174 -3.0461 -3.1685 0.13 -0.14 -0.18 -0.7052
Br 2.8255 -4.7895 -3.9886 -0.07 0.05 0.03 0.6020
H 4.5368 -3.9043 -1.7561 -0.08 0.00 -0.08 0.0516
H 4.0918 -2.2145 -1.4461 -0.07 -0.01 -0.05 0.0582
H 3.7985 -2.5252 -3.8400 0.00 0.00 0.08 0.0603
H 2.1587 -2.5342 -3.1611 0.07 -0.01 0.07 0.0229
Br -5.0957 1.7113 -2.9233 0.07 -0.03 0.00 0.5920
C -5.1684 0.6998 -1.2592 -0.18 0.00 -0.19 -0.6801
C -5.7216 1.5339 -0.1322 0.19 -0.03 0.26 -0.6902
Br -4.3959 2.7957 0.5340 -0.10 0.03 -0.06 0.5825
H -4.1634 0.3318 -1.0675 -0.03 0.10 0.05 0.0498
H -5.8262 -0.1430 -1.4694 0.00 0.06 0.04 0.0589
H -5.9701 0.9049 0.7219 0.02 -0.03 -0.08 0.0570
H -6.5958 2.1128 -0.4186 0.06 -0.06 -0.07 0.0489
Br 2.9028 -6.5538 4.3794 -0.10 -0.01 0.03 0.5986
C 1.4777 -7.0179 3.1337 0.29 -0.05 -0.03 -0.6919
C 1.0673 -5.8307 2.3023 -0.23 0.03 -0.04 -0.7052
Br -0.0402 -4.5970 3.3273 0.09 0.04 -0.02 0.6326
H 0.6630 -7.4300 3.7232 0.00 0.09 -0.05 0.0495
H 1.8964 -7.7999 2.5014 -0.04 0.08 -0.02 0.0589
H 0.4431 -6.1457 1.4669 0.04 -0.03 0.05 0.0605
H 1.9124 -5.2596 1.9236 -0.02 -0.10 0.11 -0.0070
Br -8.4712 5.2136 -6.6594 0.08 0.09 0.04 0.6495
C -7.0997 4.7845 -5.3436 -0.06 0.23 0.00 -0.6763
C -5.7883 4.4496 -6.0051 0.10 -0.22 0.12 -0.6805
Br -5.8147 2.6569 -6.7682 0.01 0.07 -0.04 0.6150
H -7.4911 3.9744 -4.7322 0.06 -0.01 -0.07 0.0163
H -7.0017 5.6811 -4.7328 0.05 -0.04 -0.05 0.0615
H -4.9846 4.4347 -5.2694 -0.08 0.01 0.02 0.0541
H -5.5268 5.1323 -6.8094 -0.09 -0.01 0.05 0.0502
Br -0.0231 0.2540 7.6836 0.08 -0.09 -0.06 0.6102
C 0.8866 -1.2009 8.6062 -0.28 0.18 0.06 -0.6935
C 1.9977 -0.6862 9.4858 0.19 -0.24 -0.04 -0.6810
Br 3.5608 -0.1860 8.4356 -0.02 0.04 -0.01 0.6522
H 1.2312 -1.8934 7.8423 0.04 0.03 0.07 0.0461
H 0.1161 -1.6827 9.2070 0.08 0.02 0.02 0.0589
H 2.3447 -1.4689 10.1592 -0.05 0.01 -0.05 0.0589
H 1.7146 0.1878 10.0664 -0.04 -0.03 -0.10 0.0525
Br -9.9693 2.1334 -4.7425 0.11 -0.02 -0.04 0.6053
C -9.7733 1.9892 -6.6760 -0.26 0.03 0.08 -0.7300
C -10.5958 0.8532 -7.2268 0.16 -0.17 -0.13 -0.6930
Br -9.7570 -0.8698 -6.8736 -0.08 0.02 0.03 0.5981
H -8.7108 1.8881 -6.8802 -0.06 -0.03 0.00 -0.0009
H -10.1248 2.9403 -7.0680 -0.02 -0.07 0.00 0.0065
H -10.6605 0.9215 -8.3120 0.04 0.05 0.05 0.0579
H -11.5982 0.8091 -6.8087 0.08 0.05 0.02 0.0493
Br 2.7095 5.7940 -3.4988 0.08 -0.04 -0.04 0.6275
C 2.9498 5.7052 -5.4309 -0.19 0.19 0.15 -0.6869
C 2.1356 4.5904 -6.0339 0.15 -0.16 -0.19 -0.6810
Br 2.9597 2.8558 -5.7090 -0.05 0.02 -0.01 0.6404
H 4.0161 5.6031 -5.6132 -0.07 -0.07 -0.01 0.0512
H 2.6113 6.6710 -5.8042 -0.02 -0.07 -0.01 0.0583
H 2.0961 4.6888 -7.1180 0.03 0.04 0.06 0.0578
H 1.1230 4.5391 -5.6411 0.08 0.06 0.03 0.0534

=====

80
Properties=species:S:1:pos:R:3:forces:R:3:lowdin_charge:R:1 method="wB97M-V/def2-TZVPD" e_homo_ev=-10.732 smiles="CC(C)CC[Si@@H](F)Cl.COC(=O)OC.COC(=O)OC.COC(=O)OC.COC(=O)OC.COC(=O)OC" orbital_gap_ev=11.317 charge=0
C 6.2634 2.0981 -8.3132 0.84 -0.19 -0.38 -0.1175
C 6.3053 1.3236 -9.6783 0.22 -0.89 0.84 -0.4048
C 7.1973 0.0236 -9.4556 -0.85 0.16 -0.74 -0.0947
C 4.9087 0.8146 -10.2000 0.17 0.60 -0.11 -0.2417
C 3.6770 1.7558 -9.8761 -0.01 -0.55 -0.40 -0.2960
Si 2.6876 1.2306 -8.3252 0.78 -1.01 -0.59 0.2811
F 2.7831 -0.4467 -8.1488 0.00 2.44 0.02 -0.2375
Cl 3.2867 2.2315 -6.5675 -0.60 -0.68 -1.09 0.3616
H 7.3249 2.3652 -8.0561 -0.92 -0.23 -0.13 0.0870
H 5.9116 1.4117 -7.5028 0.07 0.75 -0.59 0.0606
H 5.7026 3.0615 -8.3415 0.18 -0.86 0.07 0.0631
H 6.8036 1.9630 -10.4464 -0.52 -0.40 0.48 0.1295
H 6.9548 -0.6928 -10.2897 0.52 0.60 0.67 0.0758
H 6.8723 -0.4986 -8.5160 0.51 0.59 -0.69 0.0850
H 8.2859 0.2542 -9.4703 -0.77 -0.26 0.23 0.0753
H 5.0043 0.6883 -11.3117 -0.19 0.10 0.94 0.1139
H 4.6928 -0.2021 -9.7919 0.26 0.72 -0.22 0.0929
H 3.9291 2.8469 -9.8742 -0.10 -0.91 0.13 0.0798
H 2.9459 1.6241 -10.7261 0.44 0.14 0.90 0.0774
H 1.2863 1.5470 -8.5868 -0.23 -0.07 0.35 -0.0267
C 9.9224 1.9254 -3.1205 0.35 -0.01 0.14 -0.0471
O 8.8004 1.8235 -3.9948 -0.05 0.00 -0.05 -0.0001
C 7.6322 2.1285 -3.4198 -0.06 -0.09 -0.28 -0.6192
O 7.4751 2.4645 -2.2779 0.03 0.04 0.09 0.1298
O 6.6729 1.9938 -4.3389 0.14 0.00 -0.02 -0.0011
C 5.3595 2.2895 -3.8615 -0.45 0.01 0.09 -0.0515
H 10.8085 1.6564 -3.6927 -0.20 -0.02 -0.16 0.0920
H 10.0379 2.9479 -2.7596 -0.10 -0.09 0.10 0.0976
H 9.8237 1.2321 -2.2847 -0.07 0.15 0.03 0.0980
H 5.2939 3.3266 -3.5295 0.08 -0.10 0.12 0.1034
H 5.0787 1.6101 -3.0554 0.08 0.13 0.05 0.1006
H 4.6714 2.1458 -4.6935 0.47 -0.06 0.20 -0.0223
C 1.2135 -1.3655 -0.0253 0.02 -0.06 0.43 -0.0381
O 0.7781 -1.3745 -1.3850 0.01 0.02 -0.11 0.0033
C 1.6402 -0.8143 -2.2376 -0.28 -0.13 -0.06 -0.6193
O 2.7015 -0.3287 -1.9519 0.09 0.05 0.01 0.1230
O 1.1159 -0.8875 -3.4639 -0.03 -0.04 0.10 0.0071
C 1.9411 -0.3209 -4.4803 0.15 0.14 -0.33 -0.0641
H 0.4392 -1.8429 0.5726 -0.08 0.02 -0.23 0.0869
H 2.1377 -1.9332 0.0872 0.03 0.16 -0.05 0.0989
H 1.3449 -0.3434 0.3304 0.13 -0.07 -0.07 0.1003
H 2.8936 -0.8486 -4.5418 0.01 0.13 0.09 0.1038
H 2.1013 0.7417 -4.2974 0.10 -0.11 0.08 0.0688
H 1.4213 -0.4345 -5.4302 -0.15 -0.12 0.18 0.0852
C -0.5993 -1.7055 6.1986 0.35 -0.01 0.36 -0.0223
O -1.8671 -1.8773 5.5629 0.44 -0.07 -0.66 -0.0568
C -1.8519 -1.6124 4.2485 -0.04 -0.12 0.19 -0.6051
O -0.8957 -1.2617 3.6137 0.09 0.03 -0.08 0.1322
O -3.0820 -1.8056 3.7644 0.09 -0.03 0.08 -0.0158
C -3.2037 -1.5564 2.3633 -0.15 0.06 -0.41 -0.0289
H -0.7274 -1.9469 7.2525 -0.25 -0.02 -0.11 0.0998
H 0.1401 -2.3843 5.7729 -0.03 0.14 -0.09 0.1001
H -0.2644 -0.6713 6.1166 0.03 -0.10 -0.14 0.1022
H -2.5628 -2.2310 1.7951 0.07 0.13 0.06 0.0969
H -2.9657 -0.5172 2.1350 0.13 -0.10 0.02 0.1011
H -4.2392 -1.7449 2.0861 0.02 -0.05 0.26 0.0962
C -6.0241 -0.6099 10.6243 -0.05 0.10 0.39 -0.0281
O -6.2312 -0.9214 9.2465 0.58 0.02 0.23 -0.0635
C -5.1118 -1.2447 8.5850 -0.15 -0.03 -0.25 -0.6034
O -4.0053 -1.2871 9.0505 0.05 0.01 0.09 0.1340
O -5.4424 -1.5103 7.3206 -0.16 -0.01 0.24 0.0057
C -4.3327 -1.8743 6.4894 -0.24 -0.08 -0.07 -0.0318
H -6.9944 -0.3651 11.0537 -0.04 -0.05 -0.25 0.0949
H -5.6146 -1.4691 11.1562 0.12 0.09 -0.08 0.1012
H -5.3689 0.2552 10.7295 0.08 -0.14 -0.02 0.1012
H -3.8576 -2.7825 6.8581 0.05 0.17 0.12 0.1077
H -3.6200 -1.0623 6.4335 -0.14 0.00 0.25 0.0909
H -4.7190 -2.0658 5.4935 -0.21 0.06 0.14 0.0915
C -8.6079 -0.7930 8.2609 0.05 -0.04 -0.09 -0.0431
O -9.8398 -1.0251 7.5693 -0.28 0.11 0.05 0.0157
C -10.8939 -0.4122 8.1101 0.18 -0.24 -0.29 -0.6197
O -10.8812 0.2857 9.0887 -0.06 0.07 0.09 0.1225
O -11.9699 -0.7101 7.3733 0.03 0.00 0.00 0.0006
C -13.1783 -0.1160 7.8421 -0.35 0.10 0.03 -0.0487
H -7.8290 -1.3334 7.7385 -0.35 -0.07 -0.23 0.0791
H -8.3596 0.2685 8.2536 -0.09 -0.05 0.12 0.1098
H -8.6679 -1.1675 9.2820 -0.11 0.12 -0.05 0.0978
H -13.1069 0.9719 7.8196 0.05 -0.07 0.15 0.0971
H -13.4140 -0.4644 8.8482 0.10 0.14 0.00 0.0971
H -13.9773 -0.4259 7.1709 0.21 -0.11 -0.09 0.0919

=====

81
Properties=species:S:1:pos:R:3:forces:R:3:lowdin_charge:R:1 method="wB97M-V/def2-TZVPD" e_homo_ev=-5.541 orbital_gap_ev=8.218 relative_energy_ev=0.000 charge=-1
C 15.5063 -3.3333 12.0666 1.31 -1.49 -1.18 -0.0377
C 16.9829 -3.7687 11.8879 0.40 0.94 1.72 -0.3952
C 17.2787 -4.6106 13.1325 1.79 -1.39 -0.35 -0.1812
O 18.7057 -4.8540 13.1454 0.54 0.15 -0.14 -0.2233
C 19.2104 -6.0831 13.6239 0.54 0.07 0.13 -0.1238
N 17.3091 -4.4999 10.6707 -1.44 -0.14 -0.22 0.0538
H 18.2947 -4.4402 10.5397 0.74 -0.57 0.07 0.0826
H 16.9269 -5.4737 10.8334 0.41 0.54 -0.35 0.0783
H 16.7344 -4.0025 9.1263 -0.87 0.75 -0.24 0.0874
H 15.5405 -2.5856 12.8318 -0.68 0.23 0.64 0.0775
H 14.9424 -4.2716 12.2815 0.05 1.01 0.20 0.0909
H 15.1499 -2.9116 11.1391 -0.23 0.18 -0.16 0.0306
H 17.6954 -2.8959 11.9996 -0.86 -0.54 -0.49 0.1493
H 16.8001 -5.5925 13.0226 -0.42 0.45 0.27 0.0961
H 17.1164 -4.1318 14.0849 -0.89 0.39 0.22 0.1228
H 19.0266 -6.3062 14.7007 0.00 0.56 -0.36 0.0856
H 20.3270 -5.9980 13.4661 -1.20 -0.42 0.15 0.0969
H 18.7779 -6.9461 13.0950 0.33 0.26 -0.10 0.0510
C 12.0931 -7.4102 9.4528 0.57 -0.28 0.33 -0.0442
C 12.7557 -6.0482 9.0804 1.03 -0.73 1.15 -0.3441
C 11.7180 -5.0957 8.5436 0.83 1.52 0.74 -0.2308
O 11.3538 -5.3637 7.2327 -0.36 -0.20 -1.07 -0.1757
C 12.2956 -5.0317 6.2095 -0.24 0.41 0.99 -0.0772
N 13.4194 -5.3636 10.2948 -0.64 -2.19 -1.22 0.0867
H 13.9280 -6.1157 10.7955 0.08 0.50 -0.03 0.0742
H 14.1555 -4.7797 9.9191 0.10 0.37 -0.03 0.0704
H 12.4941 -4.6373 11.3115 0.00 0.43 0.41 0.0437
H 11.8168 -7.9337 8.5441 0.22 -0.10 -0.37 0.0712
H 11.1303 -7.2788 9.9335 -0.17 0.38 0.47 0.0563
H 12.6734 -8.1403 10.0896 -0.21 1.05 -0.67 0.0931
H 13.5262 -6.2540 8.2922 -0.47 0.29 0.64 0.1367
H 12.1734 -4.0406 8.6395 -0.86 -1.23 -0.12 0.1376
H 10.8135 -5.1973 9.1817 0.39 0.42 -0.46 0.1220
H 12.8843 -4.1577 6.4582 0.32 0.26 0.53 0.0740
H 11.7159 -4.7046 5.3716 -0.34 -0.35 -0.79 0.0770
H 12.9886 -5.8354 5.9848 -0.07 -0.29 -0.16 0.0841
C 16.4999 -7.8431 11.5643 0.63 0.75 2.43 -0.4609
O 16.3036 -8.8024 10.5104 0.12 0.93 -0.50 -0.0986
O 15.8056 -6.6986 11.5623 0.56 -0.94 -1.05 -0.2169
C 16.0246 -8.6580 12.8144 0.48 0.04 -0.69 -0.5683
F 16.7512 -9.7984 12.9573 -0.27 -0.08 0.18 0.1030
F 16.1227 -7.9978 13.9821 0.31 0.17 -0.06 0.1214
F 14.7338 -8.9833 12.6871 -0.21 -0.39 0.06 0.1329
C 15.8623 -8.1610 9.3283 0.51 0.14 -1.17 -0.2827
C 15.7794 -9.2464 8.2337 -1.87 1.67 0.09 -0.0736
H 16.7288 -9.6981 8.0807 0.81 -0.33 -0.35 0.0469
H 15.1151 -9.9621 8.7240 -0.14 -0.39 -0.75 0.0685
H 15.3319 -8.7891 7.2573 0.78 -1.03 1.72 0.1032
H 16.5686 -7.3619 8.9718 -0.50 -0.40 0.59 0.1290
H 14.8704 -7.7144 9.4986 0.45 -0.03 -0.18 0.0780
H 17.6834 -7.6921 11.7477 -1.91 -0.37 -0.77 0.1581
C 15.7212 -2.4298 8.2819 -1.01 0.03 0.49 -0.3320
O 14.3133 -2.4851 8.5866 1.06 -0.90 0.39 -0.1347
O 16.2532 -3.6842 8.2555 0.35 -0.45 0.71 -0.0048
C 15.7614 -2.0077 6.8022 1.16 1.35 -1.56 -0.5354
F 15.3784 -2.9548 5.9709 -0.96 -0.92 0.08 0.1635
F 15.0370 -0.8944 6.4190 0.34 -0.62 1.09 0.0970
F 17.0314 -1.7499 6.3954 0.24 0.44 0.63 0.1124
C 13.5014 -1.3888 9.0041 0.34 1.14 -1.00 -0.2662
C 13.2087 -1.3185 10.5155 0.56 0.51 -0.14 -0.0717
H 12.2666 -0.6995 10.6305 1.06 -0.78 0.14 0.0924
H 13.0800 -2.3572 10.9190 -0.17 1.20 -0.27 0.0528
H 14.0738 -0.8086 11.0594 -1.22 -0.65 -0.56 0.0865
H 12.6312 -1.6475 8.4255 -1.00 0.20 0.26 0.0976
H 13.8119 -0.3975 8.5055 0.01 -1.27 1.08 0.1340
H 16.2445 -1.7632 9.0070 -0.23 0.03 -0.78 0.1814
C 10.8497 -4.5837 12.4450 1.70 -1.63 0.61 -0.3935
O 9.7694 -4.1014 11.7254 -0.38 -0.70 -0.52 -0.0610
O 12.0553 -4.0460 12.0547 -0.92 0.01 0.02 -0.0333
C 10.6142 -4.1985 13.9263 0.70 1.00 1.63 -0.4660
F 10.5881 -2.8483 14.0179 -0.59 -0.41 -0.15 0.1302
F 9.4199 -4.6771 14.4462 1.34 0.35 -0.54 0.0882
F 11.6006 -4.5378 14.8278 -1.05 -0.50 -1.24 0.1088
C 8.5993 -4.9514 11.7901 0.08 1.69 -0.09 -0.2428
C 7.7626 -4.6614 10.5653 -0.99 -1.67 -1.03 -0.0779
H 6.7152 -5.0724 10.7381 1.26 0.35 -0.44 0.0946
H 7.6558 -3.6488 10.2276 0.04 0.95 0.83 0.0627
H 8.1999 -5.0843 9.6333 -0.29 -0.42 0.70 0.0747
H 8.0551 -4.6474 12.6797 -0.25 -0.18 0.08 0.1044
H 8.8757 -5.9982 11.9142 0.06 -0.10 -0.28 0.1203
H 10.9679 -5.7206 12.3766 -0.71 1.00 0.16 0.1813

=====

Which of these has the lowest charge?
C20H42F9N2O8